1.
Formula: C6H11N
Source: OMol25
Level of theory: ωB97M-V with the def2-TZVPD basis set

Last column: natural (NBO) charge in e.
CARTESIAN COORDINATES (ANGSTROEM)
C  1.3043  1.3578  -0.2797  -0.07
C  1.3853  2.5328  0.6011  -0.37
N  0.1004  2.9393  1.1726  -0.68
C  0.6709  0.2851  0.2801  -0.24
C  0.3006  -0.9364  -0.3172  -0.34
C  -1.5194  -1.6889  -0.1097  -0.41
C  -1.5240  -2.8566  -0.8155  -0.35
H  1.6160  1.3309  -1.3153  0.20
H  2.0618  3.3292  0.2719  0.21
H  1.6217  2.2371  1.6432  0.28
H  -0.6105  2.9231  0.4300  0.29
H  0.3701  0.4405  1.3186  0.22
H  0.8492  -1.7928  0.0546  0.22
H  0.3759  -0.9460  -1.4031  0.20
H  -2.0464  -0.8202  -0.4799  0.22
H  -1.5045  -1.7232  0.9755  0.22
H  -1.4462  -3.7697  -0.2433  0.20
H  -2.0051  -2.8421  -1.7840  0.20

Values from the calculation:
LUMO energy: -2.17 eV
Gap between HOMO and LUMO: 4.26 eV

***

2.
Formula: C6H11N
Source: OMol25
Level of theory: ωB97M-V with the def2-TZVPD basis set

Last column: natural (NBO) charge in e.
CARTESIAN COORDINATES (ANGSTROEM)
C  -1.9206  0.6666  -0.4634  -0.64
C  -0.5839  0.0244  -0.3048  -0.10
C  0.3581  0.3330  -1.2741  0.02
N  0.4156  1.0232  -2.4022  -0.83
C  -0.2820  -1.0375  0.7742  -0.47
C  0.6271  -0.5463  1.9306  -0.14
C  1.9399  -1.0340  2.0668  -0.44
H  -2.1362  1.1356  -1.5107  0.20
H  -2.0111  1.5690  0.1127  0.21
H  -2.7827  -0.0041  -0.2535  0.21
H  1.3463  -0.1872  -1.1818  0.17
H  1.0904  1.7565  -2.5702  0.38
H  -0.2918  1.6109  -2.8228  0.37
H  -1.2039  -1.5637  1.1729  0.23
H  0.3937  -1.7287  0.3343  0.21
H  0.2513  0.4285  2.3894  0.20
H  2.5006  -1.0007  2.9539  0.21
H  2.2893  -1.4455  1.0489  0.19

Values from the calculation:
Structure (SMILES): C=CC/C(C)=C/N
LUMO energy: 0.97 eV
Gap between HOMO and LUMO: 8.63 eV

***

3.
Formula: C6H11N
Source: OMol25
Level of theory: ωB97M-V with the def2-TZVPD basis set

Last column: natural (NBO) charge in e.
CARTESIAN COORDINATES (ANGSTROEM)
C  2.4852  1.0087  2.8257  -0.53
C  1.3179  0.6725  2.2639  0.02
N  0.8959  0.6117  0.9744  -0.61
C  -0.1325  -0.2800  0.4926  -0.24
C  -2.0506  -0.4715  -2.8497  -0.64
C  -1.2805  -0.9355  -1.6418  -0.16
C  -0.3150  -0.2473  -0.9944  -0.23
H  3.2132  1.7397  2.4723  0.19
H  2.7275  0.6635  3.8228  0.20
H  0.7911  -0.0686  2.8821  0.18
H  1.2821  1.2104  0.2654  0.38
H  -1.1229  0.0207  0.8772  0.19
H  0.0305  -1.2938  0.9044  0.19
H  -1.5831  0.4136  -3.2930  0.21
H  -2.9534  -0.1066  -2.3547  0.23
H  -2.2165  -1.2366  -3.6047  0.21
H  -1.5301  -1.9761  -1.4512  0.20
H  0.4412  0.2752  -1.5915  0.20

Values from the calculation:
Structure (SMILES): C=CNC/C=C/C
LUMO energy: 1.06 eV
Gap between HOMO and LUMO: 8.77 eV

***

4.
Formula: C6H11N
Source: OMol25
Level of theory: ωB97M-V with the def2-TZVPD basis set

Last column: natural (NBO) charge in e.
CARTESIAN COORDINATES (ANGSTROEM)
C  -1.1824  1.0260  -0.3170  -0.41
C  -1.3953  -0.5156  -0.4923  -0.42
C  -0.0336  -1.2144  0.0677  -0.04
C  0.1336  -0.3563  1.3926  -0.42
C  0.1714  0.9697  0.5974  -0.22
C  1.3125  0.7283  -0.4328  -0.22
H  -2.0580  1.4085  0.2182  0.21
H  -1.1279  1.5476  -1.2466  0.21
H  -2.2462  -0.9139  0.0212  0.20
H  -1.5511  -0.8006  -1.5351  0.20
H  -0.0339  -2.2617  0.2640  0.21
H  1.1170  -0.5088  1.8755  0.22
H  -0.7070  -0.4473  2.1275  0.21
H  0.1817  1.8293  1.2011  0.21
H  1.2684  1.2968  -1.3596  0.19
H  2.3617  0.9934  -0.0535  0.18
H  1.0050  -0.8107  -1.7280  0.36
N  1.1076  -0.7369  -0.6684  -0.64

Values from the calculation:
Structure (SMILES): C1C[C@@H]2C[C@H]1CN2
LUMO energy: 1.11 eV
Gap between HOMO and LUMO: 9.50 eV

***

5.
Formula: C6H11N
Source: OMol25
Level of theory: ωB97M-V with the def2-TZVPD basis set

Last column: natural (NBO) charge in e.
CARTESIAN COORDINATES (ANGSTROEM)
C  -2.3267  -0.2886  -0.5487  -0.61
C  -1.1980  0.7274  -0.3701  -0.42
C  0.1979  0.1368  -0.7339  -0.40
C  1.0338  -0.4167  0.4790  -0.31
C  2.5426  -0.3065  0.2751  -0.59
C  0.4977  0.3101  1.6349  0.30
N  -0.4228  0.9286  1.9847  -0.37
H  -3.2208  0.0845  -0.0445  0.21
H  -2.5905  -0.4770  -1.5978  0.20
H  -2.0774  -1.2611  -0.1000  0.20
H  -1.3584  1.6253  -0.9639  0.21
H  -1.3181  1.2179  0.7610  0.27
H  0.1201  -0.7060  -1.4470  0.22
H  0.8201  0.8867  -1.2429  0.21
H  0.7747  -1.4673  0.6595  0.24
H  2.8553  -0.9274  -0.5708  0.22
H  2.8322  0.7279  0.0632  0.21
H  3.0835  -0.6400  1.1652  0.22

Values from the calculation:
Structure (SMILES): CCC[C@@H](C)C#N
LUMO energy: 0.94 eV
Gap between HOMO and LUMO: 10.68 eV

***

6.
Formula: C6H11N
Source: OMol25
Level of theory: ωB97M-V with the def2-TZVPD basis set

Last column: natural (NBO) charge in e.
CARTESIAN COORDINATES (ANGSTROEM)
C  -1.3987  0.7709  0.2277  -0.41
C  -1.5794  -0.6943  -0.3369  -0.40
C  -0.2644  -1.4683  0.2861  -0.41
C  0.8159  -0.6699  -0.3093  -0.08
C  0.9245  0.6512  0.4141  -0.11
C  -0.0584  1.5547  -0.1539  -0.43
H  -1.5142  0.8614  1.3982  0.21
H  -2.3313  1.4318  -0.0802  0.21
H  -1.5221  -0.6593  -1.4670  0.21
H  -2.5894  -1.1301  0.0871  0.23
H  -0.2800  -2.5784  0.1146  0.20
H  -0.3745  -1.4419  1.3861  0.20
H  0.3268  -0.4278  -1.3474  0.15
H  2.5615  -0.5872  0.5435  0.35
H  0.8470  0.2420  1.4750  0.18
H  0.0592  2.6176  0.0948  0.22
H  0.0378  1.5752  -1.3148  0.21
N  2.0203  -0.1098  -0.2367  -0.54

Values from the calculation:
Structure (SMILES): C1CC[C@@H]2N[C@H]2C1
LUMO energy: 1.13 eV
Gap between HOMO and LUMO: 9.75 eV

***

7.
Formula: C6H11N
Source: OMol25
Level of theory: ωB97M-V with the def2-TZVPD basis set

Last column: natural (NBO) charge in e.
CARTESIAN COORDINATES (ANGSTROEM)
C  0.1846  -2.1373  0.5012  -0.05
C  -0.5125  -0.9307  0.0800  0.15
C  -2.0023  -0.8691  -0.1874  -0.69
C  1.5582  0.2964  1.0362  -0.61
C  0.4690  1.2233  -0.9520  -0.62
C  0.2225  0.3961  0.3300  -0.27
N  -0.2542  -2.3133  1.6462  -0.29
H  1.0786  -2.6767  -0.0513  0.15
H  -2.3671  0.0867  0.2106  0.23
H  -2.3901  -1.9006  0.2014  0.26
H  -2.2509  -1.1381  -1.2984  0.23
H  1.6006  -0.3846  1.8619  0.23
H  1.8823  1.1694  1.4217  0.21
H  2.3199  0.0985  0.2300  0.20
H  -0.5662  1.3993  -1.3157  0.21
H  0.8505  0.7546  -1.8331  0.22
H  0.8318  2.2248  -0.6274  0.22
H  -0.4323  1.0261  1.0455  0.20

Values from the calculation:
LUMO energy (alpha / beta): 0.23 / 0.26 eV
Gap between HOMO and LUMO (alpha / beta): 8.17 / 8.91 eV

***

8.
Formula: C6H11N
Source: OMol25
Level of theory: ωB97M-V with the def2-TZVPD basis set

Last column: natural (NBO) charge in e.
CARTESIAN COORDINATES (ANGSTROEM)
C  0.9698  0.6535  -1.9077  -0.60
C  0.9354  0.7666  -0.3900  -0.44
N  -1.6519  1.6563  0.6657  -0.88
C  -1.2797  0.2900  0.6374  -0.03
C  -0.1003  -0.1576  0.2148  -0.02
C  0.1993  -1.6037  0.2891  -0.20
C  0.4220  -2.2814  1.3944  -0.38
H  1.3868  -0.2810  -2.2657  0.20
H  -0.0830  0.7527  -2.1832  0.21
H  1.5005  1.4794  -2.3799  0.21
H  1.8780  0.6180  0.1533  0.21
H  0.6024  1.7797  -0.1598  0.23
H  -2.4902  1.9379  0.1753  0.37
H  -1.7282  2.0684  1.5883  0.37
H  -1.9547  -0.4309  1.0922  0.17
H  0.4527  -2.0351  -0.6791  0.20
H  0.2033  -1.8957  2.3832  0.19
H  0.7377  -3.3171  1.3721  0.20

Values from the calculation:
Structure (SMILES): C=C/C(=C/N)CC
LUMO energy: 1.07 eV
Gap between HOMO and LUMO: 10.09 eV

***

9.
Formula: C6H11N
Source: OMol25
Level of theory: ωB97M-V with the def2-TZVPD basis set

Last column: natural (NBO) charge in e.
CARTESIAN COORDINATES (ANGSTROEM)
C  -1.5355  0.9598  0.5835  -0.65
C  -0.2909  0.5573  -0.2005  -0.08
C  -0.2784  0.4682  -1.5344  0.00
N  -1.2603  0.7975  -2.4477  -0.85
C  0.9940  0.1623  0.5354  -0.47
C  1.1941  -1.3179  0.7026  -0.16
C  1.6422  -1.8467  1.8436  -0.41
H  -2.4680  1.0246  0.0308  0.20
H  -1.3971  1.9924  0.9184  0.22
H  -1.7238  0.1716  1.3251  0.23
H  0.4461  -0.2363  -1.9385  0.18
H  -2.1270  1.0694  -2.0188  0.37
H  -1.2960  0.9214  -3.4397  0.40
H  1.7729  0.6117  -0.1085  0.22
H  1.0992  0.7445  1.4582  0.22
H  1.1660  -1.8819  -0.2292  0.20
H  1.8580  -2.9105  1.9291  0.19
H  2.2044  -1.2873  2.5906  0.20

Values from the calculation:
Structure (SMILES): C=CC/C(C)=C/N
LUMO energy: 1.07 eV
Gap between HOMO and LUMO: 8.68 eV

***

10.
Formula: C6H11N
Source: OMol25
Level of theory: ωB97M-V with the def2-TZVPD basis set

Last column: natural (NBO) charge in e.
CARTESIAN COORDINATES (ANGSTROEM)
C  0.3084  2.6703  1.3718  -0.64
N  1.5229  -0.1031  1.0898  -0.83
C  0.3754  0.4185  0.4895  0.14
C  -0.2843  1.5398  0.5449  -0.30
C  -1.1681  -2.3610  -1.8208  -0.63
C  -0.5940  -1.7500  -0.6247  -0.18
C  -0.1920  -0.4468  -0.5881  -0.20
H  1.1478  2.3753  2.0555  0.20
H  -0.4352  3.3117  1.8702  0.22
H  0.9316  3.3504  0.7322  0.21
H  1.9473  -0.9439  0.7438  0.40
H  1.9856  0.3178  1.8703  0.39
H  -1.2104  1.6395  -0.0183  0.22
H  -1.7618  -1.8768  -2.4360  0.21
H  -1.6872  -3.2398  -1.5273  0.21
H  -0.3115  -2.7272  -2.5357  0.21
H  -0.3953  -2.3325  0.2889  0.20
H  -0.1792  0.1577  -1.5060  0.19

Values from the calculation:
Structure (SMILES): C/C=C(N)/C=C/C
LUMO energy: 1.03 eV
Gap between HOMO and LUMO: 8.77 eV

***

11.
Formula: C6H11N
Source: OMol25
Level of theory: ωB97M-V with the def2-TZVPD basis set

Last column: natural (NBO) charge in e.
CARTESIAN COORDINATES (ANGSTROEM)
C  -0.3439  1.8841  -1.0830  -0.61
C  0.1808  1.2070  0.1867  -0.39
C  0.0649  -0.3311  0.1501  -0.23
C  0.1744  -1.5603  2.3173  -0.38
C  0.9444  -0.9760  -0.9265  -0.60
C  -1.3327  -0.7436  0.0017  0.27
N  -2.4408  -1.0504  -0.1348  -0.32
H  0.2445  1.6127  -1.9659  0.21
H  -0.2933  2.9725  -0.9798  0.22
H  -1.3885  1.6144  -1.2728  0.22
H  -0.3655  1.5857  1.0573  0.22
H  1.2372  1.4604  0.3361  0.21
H  -0.7834  -1.1125  2.6578  0.13
H  -0.1654  -2.4859  1.8052  0.13
H  0.5148  -0.6952  1.1821  0.23
H  0.9350  -2.0664  -0.8522  0.23
H  0.5858  -0.7009  -1.9246  0.23
H  1.9776  -0.6285  -0.8245  0.22

Values from the calculation:
LUMO energy: -0.61 eV
Gap between HOMO and LUMO: 8.51 eV

***

12.
Formula: C6H11N2
Source: OMol25
Level of theory: ωB97M-V with the def2-TZVPD basis set

Last column: natural (NBO) charge in e.
CARTESIAN COORDINATES (ANGSTROEM)
C  0.3234  -1.8536  0.1597  -0.29
C  -0.9806  -1.2627  0.3799  -0.22
C  1.4049  -1.2129  -0.2921  -0.01
C  -1.2503  0.0019  0.0460  0.17
C  -2.5451  0.7776  -0.0175  -0.65
C  2.1781  0.9304  0.5031  -0.44
N  -0.0099  0.6936  -0.6695  -0.41
N  1.3549  0.1777  -0.5376  -0.27
H  0.3925  -2.9811  0.2307  0.26
H  -1.7250  -1.9958  0.8068  0.27
H  2.4045  -1.7144  -0.2361  0.26
H  -3.2012  0.2657  0.6165  0.26
H  -2.8792  0.6392  -1.1000  0.24
H  -2.4075  1.8822  0.1400  0.24
H  1.8064  2.0969  0.4474  0.21
H  1.9374  0.4689  1.5623  0.22
H  3.2474  0.8206  0.2285  0.26
H  0.0261  1.7016  -0.5160  0.44
H  -0.0767  0.5643  -1.7520  0.45

Values from the calculation:
Structure (SMILES): CC1=CC=CN(C)[NH2+]1
LUMO energy: -3.69 eV
Gap between HOMO and LUMO: 9.15 eV
Total charge: +1

***

Computed energy (Ha) in order:
-289.671707; -289.847640; -289.858907; -289.933683; -289.905113; -289.812349; -289.808613; -289.918111; -289.892463; -289.890172; -289.799162; -344.368193
Computed ΔE to the lowest compared entry with this formula, charge and spin (kJ/mol) in order:
787.6; 325.7; 296.1; 99.8; 174.8; 418.3; 428.1; 140.7; 208.0; 214.0; 453.0; 385.8